Molecular formula: C18H23N5O4
Method: DFT, the ωB97M-V functional and the def2-TZVPD basis

The value obtained for the LUMO energy is 0.614 eV. Its structure (SMILES) is CNC(=O)[C@@H](CC(N)=O)NC(=O)[C@@H](Cc1c[nH]c2ccccc12)NC(C)=O. As for the net charge: 0. As for the molecular weight: 373.4 u.

Each line ends with the Löwdin charge.
Atoms and positions in Å:
C1 -2.174 1.316 0.224  -0.04
H1 2.617 1.844 0.760  0.12
C2 1.436 0.901 -2.320  -0.14
H2 1.564 -1.683 -4.538  0.10
C3 -2.260 -2.493 3.251  -0.03
H3 1.059 3.513 -0.331  0.13
H4 4.199 -2.594 3.598  0.11
O1 1.812 -2.609 2.024  0.07
H5 2.007 -1.061 0.003  0.14
C4 2.008 -0.230 0.703  -0.20
C5 2.567 1.030 0.048  -0.09
C6 0.245 0.012 -4.702  -0.09
H6 0.003 -0.559 -0.870  0.14
H7 -0.242 -0.309 -5.595  0.09
H8 -2.401 1.520 1.270  0.13
O2 -3.250 2.732 -1.411  0.01
H9 -1.511 -3.175 3.607  0.08
H10 -5.131 1.470 -1.201  0.11
H11 -4.533 0.253 -0.004  0.11
C7 3.248 -2.040 3.789  0.01
H12 3.385 0.124 2.333  0.17
H13 3.361 -1.098 4.280  0.07
H14 -0.864 1.856 -4.752  0.12
C8 1.070 2.755 -1.097  -0.04
H15 -3.131 -3.047 2.934  0.08
C9 2.539 -1.774 2.505  -0.58
H16 2.575 -0.903 -2.402  0.10
C10 1.262 -0.745 -4.100  -0.09
N1 -0.360 -0.340 0.047  0.14
C11 0.506 -0.044 1.014  -0.48
H17 2.640 -2.723 4.363  0.08
H18 -0.774 -1.587 2.021  0.10
H19 -1.307 1.959 -0.019  0.12
C12 1.764 1.586 -1.083  -0.20
H20 -0.405 3.494 -2.457  0.16
O3 0.167 0.314 2.116  0.09
C13 0.484 1.693 -3.024  -0.21
C14 1.812 -0.332 -2.888  -0.04
C15 -0.115 1.267 -4.199  -0.01
N2 -1.783 -1.723 2.098  0.05
C16 -3.318 1.788 -0.633  -0.59
H21 3.573 0.843 -0.341  0.13
O4 -3.801 -0.948 1.317  0.01
N3 2.763 -0.592 1.908  0.11
N4 -4.420 1.098 -0.618  0.18
H22 -2.602 -1.856 4.033  0.08
C17 -1.827 -0.179 0.154  -0.16
N5 0.297 2.796 -2.247  0.09
C18 -2.549 -0.990 1.254  -0.39
H23 -2.204 -0.526 -0.823  0.17

Molecular formula: C3H7N3O2
Method: DFT, the ωB97M-V functional and the def2-TZVPD basis

The value obtained for the LUMO energy is 0.845 eV. Its structure (SMILES) is CN(C=O)/N=C/NO. As for the net charge: 0. As for the molecular weight: 117.1 u.

Each line ends with the Löwdin charge.
Atoms and positions in Å:
H1 -2.734 -1.514 0.102  0.17
C1 -0.830 -0.665 -0.340  -0.16
H2 1.113 2.466 -0.832  0.10
N1 -2.232 -0.589 -0.149  -0.14
H3 -1.958 0.957 1.002  0.19
H4 1.135 2.375 0.800  0.05
N2 -0.234 0.394 -0.034  0.00
H5 -0.293 -1.711 -0.349  0.16
C2 1.946 -0.646 -0.002  -0.23
H6 3.008 -0.250 0.022  0.14
O1 -2.699 0.668 0.192  -0.11
H7 2.614 1.939 0.032  0.07
N3 1.055 0.433 -0.142  -0.18
O2 1.573 -1.820 0.255  -0.05
C3 1.550 1.858 -0.006  -0.01

Molecular formula: C2H2FO4P
Method: DFT, the ωB97M-V functional and the def2-TZVPD basis

The value obtained for the LUMO energy is 7.008 eV. As for the net charge: -2. As for the molecular weight: 140.0 u.

Each line ends with the Löwdin charge.
Atoms and positions in Å:
H1 -2.341 -0.171 -1.285  0.00
O1 -0.695 0.938 -0.290  -0.24
C1 0.161 0.104 0.310  -0.52
F1 -2.852 0.142 0.635  -0.36
O2 2.753 0.412 -0.995  -0.37
O3 2.235 -1.652 0.407  -0.45
O4 1.225 0.673 1.159  -0.26
H2 -0.223 -0.950 0.771  0.14
C2 -2.103 0.830 -0.522  -0.27
P1 1.839 -0.325 -0.190  0.32

Molecular formula: H6KO3
Method: DFT, the ωB97M-V functional and the def2-TZVPD basis

The value obtained for the LUMO energy is -4.005 eV. As for the net charge: +1. As for the molecular weight: 93.1 u.

Each line ends with the Löwdin charge.
Atoms and positions in Å:
H1 1.880 -1.035 -0.923  0.08
O1 0.544 -0.130 1.030  -0.17
H2 1.265 -0.803 -2.286  0.09
O2 1.099 -0.685 -1.351  -0.24
H3 -0.084 0.575 1.184  -0.03
K1 -0.635 -1.276 -0.538  1.12
H4 -2.427 1.339 1.073  0.10
H5 1.277 0.295 0.583  0.06
O3 -1.535 0.991 1.068  -0.02
H6 -1.384 0.730 0.160  0.00

Listing energy relative to the best compared isomer or geometry (same formula, charge and spin) for the structures above in their given order: 0.00, 135.45, 80.56, 67.87 kcal/mol.